Record 1
Here is a 6-piece molecular cluster, C33H51N6O5 overall in a non-equilibrium geometry from the OMol25 dataset. Energies are from the ωB97M-V functional and the def2-TZVPD basis.

## Properties
Total charge: -1
E_HOMO: -5.0 eV
Calculated total energy: -54227.8867 eV

Last column: Mulliken charge in e.
Geometry (Å):
C: 5.64206 -2.38072 2.91112  -1.595
C: 5.75500 -1.09394 2.13424  0.452
C: 6.95642 -0.73094 1.54195  -1.047
C: 7.05880 0.43322 0.81098  -0.702
C: 5.98504 1.30342 0.62834  -0.074
C: 6.19163 2.58414 -0.17460  1.688
C: 7.21099 2.31299 -1.31483  -1.738
C: 4.92448 3.16353 -0.82531  -1.534
C: 4.79835 0.93459 1.25374  0.864
O: 3.70575 1.76945 1.16363  -0.209
C: 2.98643 1.98778 2.34592  -0.701
O: 1.82089 1.18542 2.42378  -0.405
C: 1.16908 1.02468 1.19700  0.553
O: 0.54238 1.92807 0.71694  -0.618
N: 1.33550 -0.21281 0.62121  0.147
C: 0.05651 -0.97889 0.36101  0.361
O: -0.89701 -0.69143 1.10251  -0.680
O: 0.14381 -1.82872 -0.52900  -0.698
C: 4.68101 -0.24360 1.98268  0.026
H: 6.56621 -2.54814 3.46240  0.387
H: 4.80946 -2.31595 3.60744  0.372
H: 5.48718 -3.22843 2.24551  0.314
H: 7.81919 -1.37578 1.65377  0.366
H: 8.02902 0.65318 0.38987  0.235
H: 6.65567 3.33371 0.46697  -0.381
H: 6.98286 1.34202 -1.75986  0.435
H: 8.23882 2.25413 -0.96203  0.319
H: 7.09912 3.05199 -2.10282  0.425
H: 5.16804 3.77136 -1.69470  0.447
H: 4.42103 3.81966 -0.11799  0.217
H: 4.21273 2.38692 -1.08512  0.409
H: 2.67681 3.03352 2.33108  0.357
H: 3.59632 1.78242 3.22255  0.451
H: 1.91055 -0.77712 1.23473  0.158
H: 3.73133 -0.48936 2.43788  0.393
C: 9.45092 6.00569 1.79046  -1.058
C: 8.96317 6.47768 3.15533  -0.406
C: 8.21331 5.38535 3.92611  -0.447
C: 7.02804 4.93995 3.19281  0.266
N: 6.09969 4.58825 2.61741  -0.410
H: 8.61649 5.72559 1.14610  0.258
H: 10.00393 6.79816 1.28616  0.335
H: 10.11164 5.14194 1.88615  0.300
H: 8.31115 7.34394 3.02991  0.299
H: 9.81496 6.80297 3.75569  0.305
H: 7.89340 5.75287 4.90155  0.295
H: 8.86025 4.52171 4.08916  0.268
C: -3.80578 -0.31415 0.92057  -1.184
C: -4.47888 0.52490 -0.15321  0.004
C: -5.43367 1.58184 0.41549  -0.435
C: -6.52202 0.97417 1.18638  0.285
N: -7.37551 0.49750 1.79029  -0.540
H: -4.54590 -0.88116 1.49347  0.279
H: -3.10885 -1.01943 0.47631  0.173
H: -3.23283 0.30123 1.61213  0.456
H: -5.03237 -0.12618 -0.83725  0.053
H: -3.71434 1.03249 -0.74347  0.335
H: -5.87882 2.16963 -0.38993  0.269
H: -4.89478 2.26646 1.07259  0.341
C: -1.01813 -4.23379 -1.96445  -1.087
C: -1.99560 -4.98154 -2.86774  0.417
C: -1.47358 -6.33433 -3.36268  -0.541
C: -0.25098 -6.20590 -4.15991  0.238
N: 0.70053 -6.09892 -4.79413  -0.474
H: -0.09983 -3.97001 -2.48945  0.372
H: -1.45156 -3.30444 -1.60529  0.232
H: -0.74858 -4.82727 -1.08857  0.234
H: -2.24005 -4.35034 -3.72778  0.334
H: -2.92843 -5.15703 -2.32916  -0.333
H: -2.22260 -6.82897 -3.98368  0.342
H: -1.26084 -6.98551 -2.51305  0.282
C: -7.20881 -3.63606 0.39223  -1.532
C: -6.37886 -2.93041 -0.67209  0.679
C: -6.08184 -3.81172 -1.88908  -0.296
C: -5.31610 -5.00310 -1.51790  0.066
N: -4.67946 -5.90989 -1.21489  -0.566
H: -6.68168 -4.50121 0.79831  0.409
H: -7.41825 -2.95801 1.21964  0.398
H: -8.16379 -3.97784 -0.01474  0.350
H: -5.43825 -2.59391 -0.23611  -0.053
H: -6.90863 -2.03927 -1.01380  -0.219
H: -5.50406 -3.25500 -2.62612  0.370
H: -7.00771 -4.13273 -2.36878  0.381
C: -9.74091 0.65438 -1.13061  -0.930
C: -9.30783 1.34491 -2.41746  -0.309
C: -9.22360 0.37713 -3.60369  -0.543
C: -8.25577 -0.69122 -3.34831  0.275
N: -7.49572 -1.52721 -3.14818  -0.375
H: -9.01743 -0.10345 -0.82806  0.102
H: -9.81613 1.37008 -0.31310  0.312
H: -10.71389 0.17220 -1.24898  0.351
H: -8.33561 1.81797 -2.26624  0.197
H: -10.01308 2.13988 -2.66709  0.313
H: -8.92141 0.90223 -4.51036  0.294
H: -10.19617 -0.08154 -3.78995  0.273

Record 2
Here is one molecule with the formula C6H11NO in a non-equilibrium geometry from the OMol25 dataset. Energies are from the ωB97M-V functional and the def2-TZVPD basis.

## Properties
Total charge: 0
E_HOMO: -8.9 eV
Calculated total energy: -9936.2698 eV
ΔE to the lowest compared entry with this formula, charge and spin: 50.4 kcal/mol
SMILES: C=N/C=C/CCCO

Last column: Mulliken charge in e.
Geometry (Å):
C: 0.75870 1.46176 -2.24211  -0.503
O: -0.53860 1.91118 -2.62955  -0.522
C: 0.66468 0.89971 -0.84338  -0.566
C: -0.27547 -0.31472 -0.71637  -0.659
C: -0.43683 -0.65190 0.73502  -0.201
C: -0.00535 -1.76390 1.31346  -0.040
N: -0.00046 -2.02022 2.70458  -0.511
C: -0.69784 -1.36549 3.51597  -0.275
H: 1.19672 0.77394 -2.98032  0.338
H: 1.46840 2.30487 -2.20878  0.315
H: -0.47671 2.29566 -3.52259  0.304
H: 1.66151 0.63740 -0.50072  0.327
H: 0.21878 1.66113 -0.20589  0.320
H: 0.11616 -1.18814 -1.21837  0.313
H: -1.23441 -0.05960 -1.16976  0.335
H: -0.76224 0.17721 1.36658  0.171
H: 0.41161 -2.58347 0.75088  0.370
H: -1.50181 -0.66266 3.27249  0.224
H: -0.56685 -1.51279 4.57887  0.260

Record 3
Here is one molecule with the formula C3H6N2O2 in a non-equilibrium geometry from the OMol25 dataset. Energies are from the ωB97M-V functional and the def2-TZVPD basis.

## Properties
Total charge: 0
E_HOMO: -9.1 eV
Calculated total energy: -10280.6438 eV
ΔE to the lowest compared entry with this formula, charge and spin: 95.8 kcal/mol
SMILES: CC1=N[C@H](O)NO1

Last column: Mulliken charge in e.
Geometry (Å):
C: 0.71523 0.00660 0.07486  0.664
C: -1.48205 -0.07437 0.46186  0.238
C: 2.18252 -0.32496 0.16480  -0.984
N: -0.24816 -0.67211 0.60202  -0.534
N: -1.04452 1.33229 -0.42183  -0.419
O: 0.32126 1.11259 -0.61191  -0.239
O: -2.49136 -0.79820 0.05003  -0.469
H: -1.75450 0.45582 1.38197  0.294
H: 2.89187 0.44988 0.03588  0.323
H: 2.43400 -1.10724 -0.65136  0.231
H: 2.14708 -0.76283 1.08715  0.332
H: -1.41686 1.39067 -1.34675  0.225
H: -2.25450 -1.00814 -0.82672  0.340

Record 4
Here is a 2-piece molecular cluster, C3H6O4 overall in a non-equilibrium geometry from the OMol25 dataset. Energies are from the ωB97M-V functional and the def2-TZVPD basis.

## Properties
Total charge: 0
E_HOMO: -10.8 eV
Calculated total energy: -11397.9149 eV
ΔE to the lowest compared entry with this formula, charge and spin: 17.9 kcal/mol
SMILES: O=C1OCCO1.O

Last column: Mulliken charge in e.
Geometry (Å):
C: 0.41861 0.50250 1.79127  0.674
C: 0.42563 -0.80881 -0.00597  -0.055
C: 1.55281 0.18297 -0.12231  -0.265
H: 0.74948 -1.80656 0.24167  0.271
H: -0.28028 -0.78764 -0.88258  0.000
H: 2.56373 -0.24966 -0.27964  0.271
H: 1.31477 0.92973 -0.89428  0.249
H: -2.51148 0.98245 -1.69432  0.316
H: -2.52797 -0.59731 -1.83395  0.313
O: 0.06677 0.90786 2.87949  -0.550
O: -0.38430 -0.26866 1.05249  -0.274
O: 1.57158 0.83177 1.15217  -0.321
O: -2.95937 0.18136 -1.40404  -0.629